The following is a DFT calculation (ωB97M-V/def2-TZVPD) of a molecular structure, C27H6ClF4N7O9Ru in a non-equilibrium geometry.

Computed properties:
Frontier orbital gap (spin up / spin down), Eh: 0.186 / 0.185
Energy relative to the best compared isomer or geometry (same formula, charge and spin), kcal/mol: 109.13
2S+1: 5

Positions of all 55 atoms, in Å:
1 Ru 0.90493 0.70635 0.15688
2 Cl -5.42870 4.09750 1.35998
3 C -4.24098 2.92010 0.98405
4 C -4.48859 1.57151 1.22115
5 C -3.47578 0.65047 1.02425
6 C -2.21118 1.03292 0.59222
7 O -1.16623 0.09660 0.55162
8 C -1.99239 2.38662 0.20030
9 C -0.85434 2.93908 -0.48156
10 O 0.24582 2.44001 -0.76514
11 C -3.03691 3.30838 0.44124
12 H -5.45206 1.25115 1.58037
13 H -3.70281 -0.38174 1.22456
14 H -1.01431 3.96835 -0.83024
15 H -2.87170 4.35439 0.23229
16 O 4.67944 1.26199 -1.40486
17 C 3.49832 1.02507 -1.31570
18 O 2.78491 1.19566 -0.27207
19 C 2.77602 0.52260 -2.58135
20 C 3.50478 0.53710 -3.75249
21 C 2.91894 0.14853 -4.95596
22 C 1.56827 -0.17424 -5.02513
23 C 0.82566 -0.18232 -3.86615
24 C 1.42572 0.06186 -2.58393
25 O 0.75413 -0.20387 -1.53573
26 N -0.60427 -0.38681 -3.92884
27 O -1.27216 0.02942 -3.00499
28 O -1.04109 -0.92486 -4.91809
29 N 3.72162 0.12012 -6.16490
30 O 4.90071 0.34929 -6.04831
31 O 3.14870 -0.13573 -7.19798
32 H 4.54119 0.85047 -3.72558
33 H 1.10606 -0.40353 -5.97747
34 F -2.18963 -1.82944 1.11387
35 C -1.19060 -0.95052 1.49988
36 C 0.10208 -1.79927 1.40277
37 F -0.00661 -2.51183 0.19331
38 C 0.18725 -2.80153 2.53043
39 C -0.80497 -2.79818 3.53028
40 C -1.57630 -1.66796 3.78240
41 F -2.23443 -1.56250 4.93672
42 C -1.46705 -0.53857 2.93009
43 C -1.25068 0.80462 3.37704
44 C -0.23602 1.42007 2.68239
45 N 0.66772 1.61930 1.95448
46 C -1.80803 1.36240 4.53280
47 N -2.25387 1.87618 5.45625
48 F -0.83018 -3.79857 4.41102
49 C 1.40638 -3.55649 2.63832
50 C 2.46941 -2.96752 2.02110
51 N 3.56240 -2.33313 1.62249
52 C 1.55143 -4.70865 3.44409
53 N 1.68852 -5.63984 4.09553
54 N 2.38547 -1.68287 1.43068
55 C 1.37599 -0.96813 1.18161

=====

The following is a DFT calculation (ωB97M-V/def2-TZVPD) of 9 unconnected molecules or ions with the total composition C27H73BrFN4O10PS8.

Computed properties:
Frontier orbital gap, Eh: 0.324

Positions of all 125 atoms, in Å:
1 C 2.96553 -0.04368 5.17391
2 C 2.98782 0.50036 3.74219
3 N 2.43661 1.86059 3.67344
4 C 1.20997 1.91147 2.91242
5 O 0.76309 3.24076 2.78582
6 C -0.05261 3.77943 3.81146
7 C -1.45022 3.10765 3.72457
8 C -2.42867 3.30932 4.87547
9 C -2.46990 2.24082 5.94588
10 N -3.24410 4.27401 4.96311
11 P 0.73557 3.48785 5.48311
12 O 2.07059 4.07217 5.73556
13 C -0.17777 5.32529 3.45978
14 F -1.40001 5.56251 2.88121
15 Br -0.26432 6.45386 5.11573
16 N 0.77243 5.75323 2.53510
17 C 2.15572 5.94529 2.97654
18 C 2.56145 7.42015 3.10421
19 C 3.70190 7.63836 4.10348
20 N 3.18720 7.87251 5.45047
21 H 3.15264 0.78753 5.86139
22 H 1.98134 -0.44892 5.42897
23 H 3.72342 -0.81312 5.33460
24 H 2.40686 -0.14825 3.07414
25 H 4.01529 0.50762 3.36613
26 H 3.08772 2.52405 3.27359
27 H 0.46959 1.25256 3.38622
28 H 1.37071 1.53657 1.88912
29 H -1.26312 2.03661 3.63054
30 H -1.91003 3.42998 2.78772
31 H -3.44488 1.74873 5.89595
32 H -1.68530 1.49120 5.83350
33 H -2.39941 2.71220 6.92988
34 H -3.13230 4.92062 4.18436
35 H -0.28022 3.88336 6.36114
36 H 0.66165 2.08486 5.55504
37 H 0.40740 6.57619 2.06685
38 H 2.32616 5.41017 3.91636
39 H 2.80303 5.47564 2.22535
40 H 1.69070 8.01376 3.40731
41 H 2.89838 7.77467 2.12402
42 H 4.35793 8.44585 3.74971
43 H 4.31771 6.72819 4.13078
44 H 3.87329 8.31373 6.04733
45 H 2.35610 8.44899 5.43143
46 C -0.39559 -2.27432 -1.03356
47 S 1.10985 -1.30804 -1.02250
48 O 1.70042 -1.43258 0.34185
49 C 0.31287 0.29748 -1.09495
50 H -0.10639 -3.32017 -0.95653
51 H -1.00647 -1.98655 -0.17675
52 H -0.90767 -2.11374 -1.97956
53 H -0.35378 0.40713 -0.23884
54 H -0.24151 0.38554 -2.02988
55 H 1.09379 1.05507 -1.05554
56 C -2.44851 -3.24890 -5.51297
57 S -0.93564 -2.31111 -5.63967
58 O -0.28410 -2.33686 -4.28480
59 C -1.69264 -0.69791 -5.78607
60 H -2.19733 -4.29569 -5.35825
61 H -3.03385 -2.87825 -4.67058
62 H -2.99671 -3.14277 -6.44943
63 H -2.31066 -0.52822 -4.90275
64 H -2.29852 -0.68150 -6.69004
65 H -0.88885 0.03047 -5.85710
66 C -7.05611 0.83925 4.72466
67 S -6.13830 0.95718 6.26260
68 O -5.29490 -0.26800 6.34613
69 C -7.54156 0.70240 7.35189
70 H -6.33852 0.92944 3.91202
71 H -7.55600 -0.12791 4.67760
72 H -7.77613 1.65548 4.67130
73 H -8.01259 -0.25138 7.11511
74 H -8.24404 1.52654 7.23083
75 H -7.16222 0.68917 8.37149
76 C -3.30986 -2.05233 8.02218
77 S -3.03936 -3.15319 9.40937
78 O -2.90468 -2.30045 10.62012
79 C -1.37461 -3.65100 8.94783
80 H -4.28584 -1.58979 8.13766
81 H -2.53799 -1.28258 8.01663
82 H -3.29585 -2.62301 7.09370
83 H -0.74352 -2.76483 8.88339
84 H -1.40490 -4.17796 7.99417
85 H -1.00449 -4.31558 9.72552
86 C 3.85689 0.40818 -6.53048
87 S 2.44667 -0.61873 -6.15164
88 O 1.26244 0.01316 -6.81612
89 C 2.33588 -0.23802 -4.40958
90 H 4.05700 0.31267 -7.59580
91 H 3.62578 1.44619 -6.28811
92 H 4.71012 0.04221 -5.96192
93 H 2.20342 0.83658 -4.27490
94 H 3.23988 -0.58193 -3.90581
95 H 1.47547 -0.79070 -4.03535
96 C 0.19517 -1.90226 -9.45893
97 S -1.30967 -0.96026 -9.22117
98 O -2.38596 -1.94418 -8.90287
99 C -1.53087 -0.49831 -10.94284
100 H 0.45688 -2.32539 -8.49089
101 H 0.01257 -2.69114 -10.18884
102 H 0.98764 -1.23091 -9.78766
103 H -1.59584 -1.39873 -11.55329
104 H -0.69435 0.12637 -11.25514
105 H -2.45831 0.06612 -11.01201
106 C -2.73827 -8.69925 -6.83749
107 S -2.08029 -7.60103 -5.57866
108 O -2.94413 -6.38991 -5.58560
109 C -0.58459 -7.15303 -6.46742
110 H -3.70848 -9.04603 -6.48866
111 H -2.85260 -8.14635 -7.76936
112 H -2.06676 -9.54824 -6.96519
113 H -0.85793 -6.71136 -7.42554
114 H 0.03542 -8.03865 -6.60645
115 H -0.05333 -6.42328 -5.85906
116 C 5.11642 -3.89663 -4.70426
117 S 6.30619 -2.57057 -4.49081
118 O 6.05308 -1.59832 -5.59179
119 C 7.75489 -3.51449 -4.96960
120 H 4.12899 -3.48665 -4.49919
121 H 5.16382 -4.25708 -5.73157
122 H 5.33731 -4.69578 -3.99687
123 H 7.61207 -3.90351 -5.97735
124 H 7.90827 -4.32374 -4.25605
125 H 8.60585 -2.83738 -4.94761

=====

The following is a DFT calculation (ωB97M-V/def2-TZVPD) of 10 unconnected molecules or ions with the total composition C27H73NO10 in a non-equilibrium geometry.

Computed properties:
Frontier orbital gap, Eh: 0.326
Energy relative to the best compared isomer or geometry (same formula, charge and spin), kcal/mol: 0.00

Positions of all 111 atoms, in Å:
1 C -0.59458 11.90359 9.35214
2 C -1.60313 11.34309 8.34338
3 C -1.17957 11.76661 6.94477
4 C -1.59929 9.80738 8.39200
5 C -2.35891 9.26209 9.58240
6 C -3.77163 9.79715 9.63926
7 C -3.82875 11.33155 9.61623
8 C -5.26635 11.73629 9.30309
9 C -3.48462 11.86733 11.00757
10 N -2.97768 11.79886 8.53427
11 O -3.06001 13.20279 8.42063
12 H 0.41243 11.75858 8.94624
13 H -0.67327 12.99322 9.40726
14 H -0.65642 11.44528 10.33408
15 H -1.93586 11.49279 6.21026
16 H -1.01651 12.84352 6.86530
17 H -0.23114 11.29092 6.67768
18 H -2.01568 9.40912 7.46301
19 H -0.54682 9.51418 8.44875
20 H -2.33465 8.16594 9.57152
21 H -1.79860 9.49303 10.50000
22 H -4.24449 9.46662 10.56541
23 H -4.34367 9.41809 8.78693
24 H -5.96867 11.10835 9.86064
25 H -5.48518 11.56619 8.24695
26 H -5.48222 12.77745 9.53448
27 H -2.47346 11.67159 11.36352
28 H -4.12940 11.38113 11.74845
29 H -3.72568 12.92849 11.12067
30 H -2.66582 13.57573 9.22560
31 C 0.51089 1.72119 15.72079
32 C -0.80842 2.47688 15.80998
33 O -1.86245 1.71192 15.24494
34 H 0.43720 0.79164 16.28405
35 H 1.36928 2.29377 16.06934
36 H 0.68620 1.46725 14.66964
37 H -0.72528 3.45154 15.31175
38 H -1.08076 2.62203 16.85491
39 H -1.69641 1.62404 14.29496
40 C -2.46315 2.32094 7.28974
41 C -1.38676 1.26982 7.20319
42 O -1.39233 0.72704 5.89110
43 H -2.43964 2.74834 8.29403
44 H -3.43295 1.86845 7.08393
45 H -2.28654 3.12628 6.57502
46 H -1.57332 0.51260 7.97742
47 H -0.40729 1.71043 7.42840
48 H -0.66081 0.10831 5.81029
49 C -4.61195 6.92338 7.60501
50 C -3.77101 5.71263 7.93018
51 O -2.36765 6.04785 7.95408
52 H -4.53777 7.22498 6.55684
53 H -4.26726 7.76067 8.21610
54 H -5.66968 6.76726 7.82168
55 H -3.91937 4.85642 7.26803
56 H -4.00463 5.36228 8.93780
57 H -2.17106 6.46808 7.11075
58 C 0.76846 4.23237 8.39281
59 C 1.22033 3.23332 9.43766
60 O 2.49533 2.74989 9.00812
61 H 1.57059 4.95637 8.22294
62 H -0.08219 4.84956 8.68274
63 H 0.54980 3.72720 7.45284
64 H 0.52845 2.39325 9.56246
65 H 1.30865 3.71836 10.41386
66 H 2.79700 2.06837 9.61474
67 C -1.70739 9.19732 13.93850
68 C -0.44445 8.70554 14.64045
69 O -0.51650 7.29289 14.76864
70 H -1.79913 8.71052 12.96679
71 H -1.69364 10.28629 13.85341
72 H -2.57873 8.94445 14.54713
73 H -0.38111 9.16241 15.63264
74 H 0.43969 9.00956 14.07145
75 H 0.24530 6.90427 14.31035
76 C -2.51868 5.31123 12.82506
77 C -2.35283 5.61484 11.36723
78 O -2.07785 4.40894 10.62561
79 H -3.42025 4.70768 12.97002
80 H -2.69016 6.22668 13.38891
81 H -1.67001 4.76248 13.22909
82 H -1.56980 6.34081 11.10568
83 H -3.25024 6.10966 10.96204
84 H -1.97915 4.68394 9.70675
85 C -3.83186 5.56348 16.54736
86 C -2.79991 6.08106 17.52447
87 O -2.17504 7.25907 17.07951
88 H -4.60671 6.31238 16.40150
89 H -4.25391 4.61769 16.89049
90 H -3.33485 5.34627 15.59705
91 H -2.06541 5.30082 17.77856
92 H -3.26810 6.31310 18.48879
93 H -1.80658 7.08951 16.19942
94 C 2.67312 3.98159 13.75098
95 C 1.68971 4.87681 13.01490
96 O 1.71421 6.21600 13.55510
97 H 2.76666 3.01073 13.25229
98 H 2.29579 3.73875 14.74386
99 H 3.67152 4.40152 13.86390
100 H 0.68314 4.51118 13.20549
101 H 1.93886 4.89130 11.95672
102 H 2.32817 6.75867 13.05449
103 C -3.17600 0.67858 10.83949
104 C -3.17013 1.44034 12.14667
105 O -1.92785 2.11011 12.37226
106 H -3.03961 1.35254 9.99092
107 H -4.13655 0.17431 10.69528
108 H -2.39568 -0.08118 10.82762
109 H -3.29381 0.73901 12.97506
110 H -3.99662 2.15385 12.20298
111 H -1.94068 2.91673 11.83769

=====

The following is a DFT calculation (ωB97M-V/def2-TZVPD) of 10 unconnected molecules or ions with the total composition C27H73NO10S9 in a non-equilibrium geometry.

Computed properties:
Frontier orbital gap, Eh: 0.318
Energy relative to the best compared isomer or geometry (same formula, charge and spin), kcal/mol: 176.62

Positions of all 120 atoms, in Å:
1 C 11.41243 -4.64845 -8.00597
2 S 10.80638 -4.48842 -6.28790
3 O 11.99855 -4.55525 -5.35845
4 C 10.40804 -2.71129 -6.35174
5 H 10.56403 -4.56112 -8.68472
6 H 11.72650 -5.67360 -8.20221
7 H 12.18063 -3.94240 -8.32132
8 H 11.14009 -1.94618 -6.61022
9 H 10.13522 -2.60999 -5.30129
10 H 9.46757 -2.64201 -6.89836
11 C -3.68158 -9.16141 4.89174
12 S -5.49323 -9.41412 4.38857
13 O -6.11707 -10.55489 5.19511
14 C -6.11037 -7.93765 5.24734
15 H -3.25339 -8.50398 4.13509
16 H -3.24096 -10.15814 4.86981
17 H -3.55617 -8.75327 5.89464
18 H -7.18250 -7.79712 5.10989
19 H -5.58240 -7.01457 5.00802
20 H -5.81414 -7.96113 6.29605
21 C 4.90848 -11.62410 1.65111
22 S 4.19252 -9.90189 1.61895
23 O 3.96700 -9.51126 3.08841
24 C 5.73894 -8.96393 1.13789
25 H 4.26132 -12.35495 2.13601
26 H 5.56317 -11.49542 2.51303
27 H 5.32656 -11.86496 0.67371
28 H 5.47474 -8.04768 0.60989
29 H 6.50972 -9.50923 0.59324
30 H 6.11316 -8.44741 2.02178
31 C 4.21733 6.94113 -2.60507
32 S 4.96467 6.22266 -4.11445
33 O 5.59922 4.93463 -3.52633
34 C 3.30540 5.66855 -4.85624
35 H 4.83676 6.82797 -1.71536
36 H 3.35152 6.33754 -2.33276
37 H 4.00362 8.00988 -2.61928
38 H 2.63317 6.38001 -5.33584
39 H 2.77063 5.09321 -4.10053
40 H 3.36809 4.92711 -5.65276
41 C -3.35718 9.94536 4.92254
42 S -2.07594 8.62741 4.50240
43 O -1.13366 9.29817 3.51158
44 C -1.30323 8.53941 6.17882
45 H -4.06138 9.59441 5.67688
46 H -4.06015 10.10175 4.10432
47 H -2.88829 10.81474 5.38344
48 H -0.43332 9.19612 6.16923
49 H -0.88690 7.55034 6.36988
50 H -2.07471 8.67086 6.93753
51 C 11.36057 7.99698 1.95308
52 S 10.19370 7.95649 3.45891
53 O 9.02756 8.81537 3.11439
54 C 9.55711 6.24899 2.98724
55 H 10.86120 7.82783 0.99907
56 H 12.20795 7.32257 2.07641
57 H 12.01076 8.87023 2.00604
58 H 8.56925 6.00679 3.37912
59 H 10.16839 5.37848 3.22520
60 H 9.65127 6.22824 1.90152
61 C -8.94651 -4.61175 -4.71726
62 S -10.32966 -3.46453 -4.46570
63 O -9.78301 -2.39738 -3.55490
64 C -10.22694 -2.70095 -6.18689
65 H -8.88879 -5.05739 -3.72419
66 H -8.04242 -4.00781 -4.63998
67 H -9.09574 -5.23961 -5.59568
68 H -10.86246 -3.27705 -6.85943
69 H -9.24589 -2.79783 -6.65193
70 H -10.57902 -1.66989 -6.21946
71 C -8.25174 -0.39414 5.37553
72 S -8.35113 1.46813 5.41643
73 O -7.03555 2.05656 5.00264
74 C -9.66378 1.61316 4.05203
75 H -9.10468 -1.02423 5.62771
76 H -7.34956 -0.68275 5.91486
77 H -8.18085 -0.53657 4.29721
78 H -9.74226 2.68572 3.87434
79 H -10.60020 1.25246 4.47761
80 H -9.43375 0.93648 3.22906
81 C -4.49852 7.01048 -2.89009
82 S -6.34539 6.74838 -2.80998
83 O -6.86576 8.02905 -3.47660
84 C -6.64254 5.53810 -4.15572
85 H -4.29075 7.78027 -2.14689
86 H -4.04842 7.51630 -3.74428
87 H -3.75070 6.22127 -2.81259
88 H -7.34104 4.70146 -4.14016
89 H -5.63959 5.18591 -4.39684
90 H -6.80794 6.04397 -5.10695
91 C 1.52335 -1.99787 1.70414
92 C 0.96790 -0.74578 0.97233
93 C 1.95705 -0.66511 -0.19454
94 C 1.69047 -1.52742 -1.41010
95 C 0.16170 -1.38954 -1.70056
96 C -0.85067 -1.45357 -0.51561
97 N -0.42227 -0.72356 0.58944
98 O -1.28498 -0.95991 1.61367
99 C -2.22360 -0.81386 -1.05196
100 C -1.00004 -2.96857 -0.31136
101 C 1.38597 0.47804 1.85049
102 H 2.38026 -1.81939 2.35372
103 H 1.71623 -2.87771 1.09033
104 H 0.62089 -2.32568 2.22012
105 H 1.84986 0.28339 -0.72081
106 H 3.00402 -0.71115 0.10518
107 H 1.81279 -2.59570 -1.23150
108 H 2.20560 -1.26188 -2.33327
109 H -0.12916 -2.12231 -2.45325
110 H -0.10222 -0.61489 -2.42053
111 H -2.14232 0.26645 -1.17208
112 H -2.51414 -1.19585 -2.03061
113 H -3.02520 -0.79228 -0.31366
114 H -1.87153 -3.18534 0.30640
115 H -1.05890 -3.59188 -1.20360
116 H -0.15313 -3.39396 0.22706
117 H 2.45625 0.67482 1.78811
118 H 1.01610 0.34242 2.86681
119 H 0.98107 1.30551 1.26787
120 H -1.25344 -0.12068 2.07875